Entry 1:
Entry from the Open Molecules 2025 dataset: C4H4N4 in the gas phase (ωB97M-V/def2-TZVPD).

Geometry (Å):
C (0.30, 1.69, 0.55)
C (-1.01, 0.10, 0.35)
C (-0.16, -1.61, -0.64)
C (0.35, -0.34, -0.13)
H (1.91, 0.97, -0.30)
H (0.79, 2.55, 0.85)
H (0.30, -2.66, -1.02)
H (1.00, -0.85, 0.66)
N (0.95, 0.99, -0.48)
N (-0.89, 1.42, 0.85)
N (-2.03, -0.57, -0.18)
N (-1.50, -1.71, -0.51)

Calculated values
HOMO level, eV: -9.06
2S+1: 1
Energy above the lowest of the compared OMol25 structures with the same formula, charge and spin, kJ/mol: 388.90
SMILES string: C1=NN=C2N=CN[C@H]12

Entry 2:
Entry from the Open Molecules 2025 dataset: C4H4N4 in the gas phase (ωB97M-V/def2-TZVPD).

Geometry (Å):
C (1.50, 0.47, 0.07)
C (-0.07, -0.87, -0.06)
C (-1.30, 1.12, -0.02)
C (-0.03, 0.55, -0.08)
H (1.98, 0.86, -0.87)
H (1.96, 0.77, 1.10)
H (1.97, -1.75, -0.29)
H (-1.55, 2.22, -0.11)
N (1.26, -1.01, 0.09)
N (-1.10, -1.68, 0.04)
N (-2.23, -0.99, 0.00)
N (-2.40, 0.30, 0.12)

Calculated values
HOMO level, eV: -9.10
2S+1: 1
Energy above the lowest of the compared OMol25 structures with the same formula, charge and spin, kJ/mol: 363.02
SMILES string: c1nnnc2c1CN2

Entry 3:
Entry from the Open Molecules 2025 dataset: C4H4N4O in the gas phase (ωB97M-V/def2-TZVPD).

Geometry (Å):
C (-0.87, 0.01, 0.08)
C (-0.15, -1.14, -0.59)
C (2.01, -0.32, 0.08)
C (0.81, 1.60, -0.28)
H (-2.64, 0.49, 0.80)
H (-2.38, -1.30, 0.85)
H (-0.86, -1.98, -0.91)
H (0.83, 2.69, -0.52)
N (-2.21, -0.33, 0.35)
N (1.09, -1.27, -0.56)
N (1.94, 0.99, -0.37)
N (-0.45, 1.22, 0.24)
O (2.89, -0.68, 0.85)

Calculated values
HOMO level, eV: -9.79
2S+1: 1
Energy above the lowest of the compared OMol25 structures with the same formula, charge and spin, kJ/mol: 111.81
SMILES string: Nc1cnc(=O)ncn1

Entry 4:
Entry from the Open Molecules 2025 dataset: C4H4N6O in the gas phase (ωB97M-V/def2-TZVPD).

Geometry (Å):
C (-0.90, -0.30, -0.14)
C (0.45, 1.21, -1.27)
C (1.28, 1.20, -0.10)
C (0.29, -0.56, 0.73)
H (-2.37, -1.23, 0.96)
H (-2.98, -0.35, -0.62)
H (0.99, -1.84, 1.83)
H (-0.86, -2.35, 1.54)
N (-2.13, -0.95, -0.08)
N (-0.66, 0.41, -1.30)
N (0.99, 1.99, -2.00)
N (2.35, 1.81, -0.34)
N (1.33, 0.24, 0.95)
N (0.20, -1.64, 1.49)
O (2.04, 2.36, -1.65)

Calculated values
HOMO level, eV: -8.98
2S+1: 1
Energy above the lowest of the compared OMol25 structures with the same formula, charge and spin, kJ/mol: 456.23
SMILES string: Nc1nc2nonc2nc1N

Entry 5:
Entry from the Open Molecules 2025 dataset: a gas-phase ion, C4H4NO4 (charge -1) (ωB97M-V/def2-TZVPD).

Geometry (Å):
C (-0.18, -0.21, -0.97)
C (-0.81, -0.13, 1.64)
C (-0.24, 0.81, 0.46)
C (0.83, -1.28, -0.96)
N (-0.37, 2.20, 0.39)
O (-1.80, 0.29, 2.21)
O (-0.99, 0.00, -1.84)
O (-0.18, -1.18, 1.77)
O (0.90, 1.58, 0.68)
H (0.66, -1.87, -0.05)
H (1.82, -0.85, -0.90)
H (0.72, -1.89, -1.86)
H (-0.35, 2.54, -0.57)

Calculated values
HOMO level, eV: -4.27
Net charge: -1
2S+1: 1
Energy above the lowest of the compared OMol25 structures with the same formula, charge and spin, kJ/mol: 278.08
SMILES string: CC(=O)[C@]1(C(=O)[O-])NO1

Entry 6:
Entry from the Open Molecules 2025 dataset: 2 unconnected molecules or ions with the total composition C4H4NOS (ωB97M-V/def2-TZVPD).

Geometry (Å):
C (2.35, -0.22, -0.48)
C (-2.06, 1.42, 0.33)
C (0.53, -1.52, 0.14)
C (0.94, -0.29, -0.15)
N (3.48, -0.14, -0.75)
O (-2.22, 0.24, 0.15)
S (-0.82, 2.32, -0.22)
H (-0.49, -1.79, 0.30)
H (-3.00, 1.87, 0.74)
H (1.07, -2.50, 0.09)
H (0.21, 0.60, -0.15)

Calculated values
HOMO level, eV: -3.88
Net charge: -1
2S+1: 1
Energy above the lowest of the compared OMol25 structures with the same formula, charge and spin, kJ/mol: 152.23

Which formula does entry 2 have?
C4H4N4

Copy entry 1 word for word.
Entry from the Open Molecules 2025 dataset: C4H4N4 in the gas phase (ωB97M-V/def2-TZVPD).

Geometry (Å):
C (0.30, 1.69, 0.55)
C (-1.01, 0.10, 0.35)
C (-0.16, -1.61, -0.64)
C (0.35, -0.34, -0.13)
H (1.91, 0.97, -0.30)
H (0.79, 2.55, 0.85)
H (0.30, -2.66, -1.02)
H (1.00, -0.85, 0.66)
N (0.95, 0.99, -0.48)
N (-0.89, 1.42, 0.85)
N (-2.03, -0.57, -0.18)
N (-1.50, -1.71, -0.51)

Calculated values
HOMO level, eV: -9.06
2S+1: 1
Energy above the lowest of the compared OMol25 structures with the same formula, charge and spin, kJ/mol: 388.90
SMILES string: C1=NN=C2N=CN[C@H]12